[1]
Molecular formula: C14H25BClIN7O8S
Method: DFT, wB97M-V/def2-TZVPD

Last column: natural (NBO) charge in e.
Cartesian coordinates (Å):
H  -4.1655  -3.4854  3.9590  0.2330
H  1.7174  -2.5301  -1.4402  0.2136
N  -2.8135  -4.9428  4.6702  0.5244
H  0.9143  4.1898  -1.9032  0.2392
H  -3.8473  -4.8628  2.8505  0.2452
H  -0.2761  -2.6358  4.2027  0.2602
C  -4.0207  -4.5654  3.8867  -0.4872
H  3.9863  -0.3378  -1.5091  0.5100
C  -1.5490  -3.1898  8.6678  -0.4855
O  -2.5127  -6.1421  4.6880  -0.3506
H  -1.1496  -3.9182  7.9590  0.2376
I  -1.7039  1.9436  -4.2373  0.2698
O  -1.0970  -3.8080  1.5440  -0.3832
H  -1.9671  -3.6920  9.5426  0.2389
C  0.4837  1.7582  -3.8549  -0.1813
C  0.8654  0.5443  -4.8977  0.3820
C  -1.7390  2.7431  -0.5301  -0.6432
H  -2.0368  2.9569  0.5843  0.2297
C  0.2039  -2.9390  3.2700  -0.4877
H  -2.7391  2.6752  -1.1790  0.2242
H  4.0984  2.5469  -2.4001  0.4264
O  -0.7313  -1.4338  9.9524  -0.3691
N  -0.7982  -2.7908  2.1803  0.5236
Cl  2.4759  0.5839  -5.8153  0.0333
B  2.6061  1.0163  -2.1740  1.2114
H  2.0306  5.8277  -6.8633  0.2348
N  1.8830  6.4824  -4.6984  -0.4090
C  0.6490  -0.5234  -2.7250  0.3828
O  -1.2566  -1.6575  1.9945  -0.3856
H  -4.8718  -5.0981  4.3157  0.2449
C  1.3513  3.8712  -5.6930  -0.2550
H  -2.2900  -2.5489  8.1857  0.2345
N  -0.4393  -2.3176  9.1384  0.5194
C  0.9711  3.2936  -4.1690  -0.0534
O  3.1655  0.0911  -1.1264  -0.9287
H  1.0499  -2.2918  3.0300  0.2334
C  1.1526  4.4887  -3.0287  -0.2668
O  -0.1772  0.6538  -5.9595  -0.7139
H  0.3937  -1.7136  -4.5062  0.4704
N  3.6085  1.8232  -2.9763  -1.1957
C  1.6008  6.0257  -3.3077  0.0269
H  4.3243  1.1991  -3.4567  0.4091
C  0.9445  1.0573  -2.4103  -0.3123
S  0.4168  -1.9328  -1.4972  0.0695
H  1.6742  6.7594  -2.3891  0.2488
H  -0.3288  -0.2569  -6.3624  0.4929
H  -1.5108  0.6748  -1.4532  0.2139
H  -0.8957  0.8236  0.3754  0.2347
O  -2.2033  -4.0327  5.2432  -0.4083
C  -0.8930  1.3087  -0.6911  -0.2642
H  0.5193  -3.9833  3.3204  0.2408
H  1.2056  1.6306  -0.3554  0.4083
N  0.4972  1.6916  -1.1186  -0.6335
C  1.7736  5.4425  -5.7602  0.0267
H  -1.1325  3.6544  -1.0015  0.2260
N  0.5960  -0.7496  -4.1020  -0.5883
O  0.6882  -2.5404  8.6822  -0.3761
H  1.2986  3.1630  -6.6508  0.2579

* total energy: -73843.9647 eV
* net charge: +1
* multiplicity: 1


[2]
Molecular formula: C30H82O14
Method: DFT, wB97M-V/def2-TZVPD

Last column: Mulliken charge in e.
Cartesian coordinates (Å):
H  -5.1247  4.2094  -2.0596  0.4008
C  1.1642  5.0609  -2.0598  -1.2854
H  -0.8266  0.0406  5.5702  0.4872
O  -3.8882  5.1435  -3.2877  -0.5611
H  -4.5099  -4.2169  -0.8879  0.3207
C  -4.0643  4.1805  -2.3102  -0.6887
H  6.0473  -0.2052  -3.2603  0.3650
O  -2.7802  -3.8552  2.7919  -0.6596
C  6.0936  -2.1437  0.0869  0.4713
H  3.5956  6.0686  -0.7920  0.3708
O  -1.2444  -1.1760  -5.1437  -0.6360
C  2.6530  2.4227  4.5111  -1.3203
H  -2.0001  -3.9903  -2.1766  0.3349
C  -3.3550  -2.5805  -0.3922  0.1811
H  1.7800  3.5265  -0.9212  -0.2488
H  0.0969  4.8410  -2.0375  0.2400
C  0.4449  0.2379  -4.2799  -0.4137
O  -1.2084  0.1818  -1.3610  0.1166
C  -5.9088  0.3012  2.4710  -0.3801
H  -4.9460  -3.6934  -3.2166  0.3517
H  0.1711  -4.8615  0.3554  0.2903
H  -3.5797  4.5861  -1.4221  0.3284
H  -0.8723  -0.9612  4.1816  -0.0595
H  -2.9590  5.2682  -3.4940  0.3050
C  4.2855  0.3870  -2.7401  0.6422
H  -4.3247  -0.8320  2.7288  0.1066
H  4.2303  -1.6020  -3.7439  0.4929
H  3.9649  -1.3787  0.1251  -0.1329
H  3.4542  3.0989  4.8091  0.4224
C  -1.6223  -4.6662  2.9498  -0.4561
C  1.7897  4.6111  -0.8130  1.0992
H  -1.0063  -1.5882  -4.3100  0.2753
H  -2.4544  -3.2010  6.5680  0.3104
H  3.8820  0.9535  -1.9009  0.2411
H  1.4853  4.4946  -2.9340  0.3447
H  2.3043  1.9487  5.4287  0.3821
H  2.4096  -0.7238  2.7967  0.2991
H  3.6234  -1.7257  -2.1071  0.1624
H  -4.8925  -2.1297  -2.2879  0.2786
H  -2.0177  1.2532  0.8825  0.3981
H  1.9652  -0.5065  4.3665  0.4909
H  6.1849  -0.5888  -0.9171  0.3736
H  -3.5594  -2.6304  -3.4038  0.1127
H  8.1226  -3.0026  0.4751  0.3969
O  6.5939  -0.8407  -0.0859  -0.5757
H  0.6758  1.2902  -4.1139  0.2725
O  -4.5015  0.0477  2.3875  -0.2390
O  -2.8004  -4.4629  -1.9360  -0.5422
C  4.1932  1.1485  -4.1092  -1.1622
O  -2.1664  2.7546  -2.7140  -0.3666
H  -3.0918  -0.5849  6.3341  0.3859
H  -1.8087  3.1993  -3.4859  0.1994
H  4.1675  2.2311  -3.9850  0.2998
C  -0.8618  0.7815  -6.2889  -1.6612
C  -1.7702  -2.4032  6.2790  -1.1578
H  -3.0006  -3.7509  1.8633  0.3293
C  7.1609  -2.8640  0.9691  -1.5511
C  3.7298  -1.0451  -2.9518  -0.7475
H  -4.2674  -2.1042  -0.0334  0.5833
O  4.2220  0.5573  4.1496  -0.5448
O  -5.7051  0.9500  0.1583  -0.4776
O  -3.3715  -1.7308  4.5416  -0.4736
H  1.2775  -0.0719  -4.9115  0.4343
H  0.4162  -1.5830  -0.2225  0.0875
H  -1.8626  0.8253  -6.7186  0.3854
H  -0.5314  0.9470  1.8287  0.2587
C  -3.7685  -3.6460  -1.4469  0.2287
H  -0.3259  1.7280  -6.2179  0.3572
H  -6.4770  -0.6283  2.5074  0.4112
H  1.2675  6.1236  -2.2793  0.3960
H  -3.8604  2.3348  -1.6244  0.0389
H  -6.0623  0.7659  3.4449  0.2883
C  0.8333  -0.5761  -0.2402  -0.4121
H  4.4297  -2.8376  1.1776  0.3353
H  -2.9209  -2.4677  4.1226  0.3046
H  2.7090  -0.9580  -3.3239  -0.1669
C  -1.1396  0.6158  0.9869  -1.3767
H  -1.2775  -4.5484  3.9771  0.3073
H  -1.5506  1.0431  -1.6115  -0.3489
H  -2.7711  -1.7636  -0.8162  -0.0831
H  4.9302  -1.1105  1.4976  0.2021
O  1.0213  4.9430  0.3687  -0.5406
C  -1.5212  -0.4044  4.8577  -0.7933
O  -0.6170  -4.4733  0.7424  -0.4856
H  6.8035  -3.8829  1.1185  0.3833
C  3.1165  1.2057  3.5642  0.4096
H  -1.6939  0.5619  -4.2611  0.0982
H  1.7972  2.9034  4.0371  0.3153
H  4.9688  0.8127  -4.7975  0.3417
C  -0.4125  -4.1522  2.0834  -0.2836
H  -3.9954  2.2042  -3.4297  0.3383
H  -1.2166  -1.9255  7.0874  0.4506
H  1.0920  0.5078  3.3200  0.0317
H  -1.9527  0.4402  4.3206  0.2981
H  0.9787  5.9008  0.3201  0.3116
C  -3.5888  2.7653  -2.5883  0.0668
C  3.3054  5.0345  -0.6067  -1.3957
H  -5.7072  2.2008  1.7389  0.2713
C  -0.3224  0.4446  -0.2876  1.3902
H  -2.8014  -3.0474  0.4225  -0.8638
H  0.5247  -0.3365  -3.3570  -0.5449
H  7.3602  -2.3260  1.8959  0.3157
C  4.7071  -1.8734  0.7517  -0.4591
C  -2.5874  -1.2283  5.6132  0.1531
H  -1.7160  -5.7507  2.8940  0.3365
C  -4.3233  -2.9625  -2.7007  -0.9307
H  1.5090  -0.4446  0.6049  0.0890
C  2.0857  0.0812  3.4565  -0.8645
H  5.9741  -2.6894  -0.8491  0.2752
H  3.2882  1.0773  -4.7126  0.2148
H  -1.6281  -0.2430  1.4472  0.0560
H  0.1347  1.3856  -0.5937  -0.1866
H  3.5210  4.9505  0.4584  0.3821
H  -7.3223  1.4171  1.2706  0.3125
H  -4.7550  0.8323  0.2300  0.2176
O  5.6282  0.2635  -2.5348  -0.6325
C  -6.2518  1.3044  1.4423  -0.4817
H  -0.2310  0.1443  -6.9087  0.3929
H  1.2466  -0.6277  -1.2474  -0.2832
H  -0.4169  -3.0625  2.1101  -0.0787
H  -1.1215  -2.8447  5.5225  0.1803
H  4.0307  4.5638  -1.2704  0.3304
H  3.4251  1.5673  2.5833  0.1499
H  0.5171  -4.6529  2.3540  0.6480
H  4.7175  1.3135  4.4726  0.3292
C  -0.8887  0.1806  -4.8891  0.9658

* total energy: -61099.2295 eV
* SMILES: CC(C)O.CC(C)O.CC(C)O.CC(C)O.CC(C)O.CC(C)O.CC(C)O.CC(C)O.OCCO.OCCO.OCCO
* multiplicity: 1
* energy above the lowest of the compared OMol25 structures with the same formula, charge and spin: 15.74 kcal/mol


[3]
Molecular formula: C8H10BN2O3P
Method: DFT, wB97M-V/def2-TZVPD

Last column: natural (NBO) charge in e.
Cartesian coordinates (Å):
P  -4.1631  0.7417  -0.2528  0.9480
C  -2.8444  1.9514  0.6510  -0.3701
H  -5.2087  0.8261  0.6039  -0.0429
B  3.3198  1.0595  -0.3066  1.1074
H  -2.0163  -1.9218  -0.6040  0.4177
O  4.6221  0.6876  -0.6071  -0.9049
H  5.3477  1.3822  -0.6857  0.4979
C  1.4924  -2.2380  0.4100  -0.2173
H  -0.7044  -2.6201  0.4249  0.2040
O  2.9517  2.3094  -0.0020  -0.8902
N  -2.5190  -0.9861  -0.3805  -0.3719
H  -3.2729  1.5606  1.5602  0.1228
H  0.6990  1.4262  -0.2394  0.2449
C  0.0856  -1.8536  0.3022  -0.1953
H  -4.7814  1.1821  -1.3471  -0.0490
C  2.1935  -0.0572  -0.2904  -0.3577
C  -0.1967  -0.5669  -0.0047  -0.0564
H  3.5400  -1.6401  0.0204  0.2269
C  0.8525  0.3247  -0.1615  -0.1586
H  3.6386  2.9853  0.2184  0.5021
C  -1.6096  -0.0776  -0.0691  0.5248
O  -1.6631  1.1125  0.5015  -0.4957
C  2.4625  -1.3849  0.0614  -0.1776
H  1.7046  -3.2127  0.7724  0.2155
N  -3.9302  -0.9902  -0.5756  -0.7245

* total energy: -27542.2993 eV
* multiplicity: 1


[4]
Molecular formula: C2H5NO
Method: DFT, wB97M-V/def2-TZVPD

Last column: natural (NBO) charge in e.
Cartesian coordinates (Å):
H  -1.5362  1.1538  0.2829  0.1887
C  -0.9633  0.2217  0.2684  -0.4213
O  1.5202  -1.4058  0.8082  -0.5426
N  0.2208  0.3078  -0.5792  -0.8237
C  1.8375  -0.6973  -0.0406  0.3914
H  -0.6771  -0.0447  1.2934  0.2105
H  -1.6408  -0.5783  -0.0752  0.2054
H  1.1673  0.7538  -0.3827  0.4078
H  0.0718  0.2889  -1.5751  0.3838

* total energy: -5690.6286 eV
* multiplicity: 1
* energy above the lowest of the compared OMol25 structures with the same formula, charge and spin: 59.98 kcal/mol